1.
This record from OMol25 describes an isolated ion of composition C5H10N3 and charge +1. The level of theory is wB97M-V/def2-TZVPD.

As for the total charge: +1. For the gap between HOMO and LUMO, the calculation gives 9.60 eV. The energy relative to the best compared isomer or geometry (same formula, charge and spin) comes out at 325.0 kJ/mol. The SMILES is C[C@@H]([NH3+])c1cnc[nH]1.

Structure (XYZ):
```
18
Properties=species:S:1:pos:R:3:nbo_charge:R:1
C -1.820 -1.177 -0.069 -0.65
C -1.060 0.116 -0.481 -0.05
N -1.383 1.370 0.427 -0.72
C 0.770 0.049 -0.269 0.14
C 1.534 1.173 -0.187 -0.20
N 2.777 0.683 0.022 -0.40
C 2.705 -0.579 0.328 0.16
N 1.449 -1.036 0.047 -0.54
H -2.909 -1.040 0.118 0.24
H -1.700 -1.946 -0.869 0.26
H -1.304 -1.485 0.767 0.21
H -1.373 0.231 -1.556 0.25
H -0.949 1.242 1.373 0.45
H -2.398 1.504 0.453 0.46
H -0.685 1.926 -0.015 0.47
H 1.516 2.189 -0.607 0.25
H 3.575 -1.232 0.329 0.23
H 1.255 -1.989 0.189 0.44
```

=====

2.
This record from OMol25 describes C32H38MgN6O5S2Se as an isolated structure. The level of theory is wB97M-V/def2-TZVPD.

As for the total charge: -2. For the gap between HOMO and LUMO, the calculation gives 5.91 eV. The energy relative to the best compared isomer or geometry (same formula, charge and spin) comes out at 0.0 kJ/mol.

Structure (XYZ):
```
85
Properties=species:S:1:pos:R:3:lowdin_charge:R:1
Mg -2.620 0.476 -1.079 0.49
N -0.987 3.900 -3.114 0.03
C -1.743 2.732 -3.009 -0.96
S -3.408 2.869 -2.606 0.51
N -1.087 1.639 -3.303 -0.02
N -1.756 0.486 -2.970 -0.09
C -1.546 -0.539 -3.699 -0.11
C -2.160 -1.842 -3.472 -0.14
C -2.013 -2.813 -4.463 -0.08
C -2.656 -4.038 -4.404 -0.15
C -3.487 -4.301 -3.314 -0.13
C -3.623 -3.378 -2.298 -0.03
C -2.950 -2.131 -2.315 -0.35
O -3.053 -1.325 -1.311 -0.12
H -1.395 4.642 -2.566 0.05
H -0.018 3.730 -2.879 0.05
H -0.910 -0.423 -4.580 0.12
H -1.376 -2.584 -5.312 0.10
H -2.534 -4.768 -5.195 0.07
H -4.039 -5.234 -3.269 0.08
H -4.268 -3.571 -1.448 0.10
C -1.031 -2.235 5.420 -0.07
C -1.801 -1.399 4.429 -0.30
C -2.198 -1.926 3.204 -0.06
C -2.919 -1.162 2.297 -0.04
C -3.282 0.136 2.629 -0.25
C -2.900 0.675 3.849 -0.06
C -2.151 -0.087 4.736 -0.06
S -4.249 1.096 1.450 0.53
O -4.869 2.128 2.268 -0.35
O -5.143 0.145 0.829 -0.33
N -3.254 1.639 0.384 -0.29
C -2.144 2.473 0.823 -0.18
C -0.831 1.994 0.173 -0.62
O 0.120 2.784 0.118 0.01
O -0.823 0.774 -0.214 -0.08
H -0.636 -3.137 4.953 0.06
H -1.673 -2.538 6.251 0.07
H -0.193 -1.674 5.841 0.07
H -1.927 -2.946 2.950 0.11
H -3.212 -1.558 1.330 0.11
H -3.213 1.682 4.090 0.10
H -1.837 0.341 5.683 0.10
H -1.979 2.411 1.906 0.11
H -2.293 3.526 0.579 0.11
C 3.593 3.643 -3.931 -0.11
C 3.905 2.147 -3.881 -0.26
C 3.837 1.561 -2.473 -0.20
C 2.440 1.662 -1.870 -0.18
N 2.356 1.004 -0.583 -0.02
C 1.789 -0.215 -0.389 -0.71
Se 1.505 -1.455 -1.684 0.68
N 1.614 -0.368 0.956 -0.01
C 0.810 -1.401 1.577 -0.15
C 1.635 -2.347 2.447 -0.18
C 2.600 -3.228 1.653 -0.27
C 1.886 -4.346 0.897 -0.12
C 2.095 0.750 1.613 -0.14
C 2.161 1.081 2.955 -0.01
C 2.761 2.292 3.289 -0.11
C 3.263 3.144 2.308 -0.11
C 3.174 2.819 0.959 -0.01
C 2.577 1.617 0.631 -0.17
H 3.752 4.042 -4.935 0.06
H 4.236 4.196 -3.241 0.07
H 2.555 3.838 -3.662 0.06
H 4.907 1.975 -4.286 0.10
H 3.199 1.609 -4.519 0.11
H 4.560 2.067 -1.822 0.11
H 4.106 0.502 -2.506 0.10
H 1.708 1.184 -2.523 0.09
H 2.124 2.693 -1.710 0.11
H 0.306 -1.935 0.773 0.09
H 0.041 -0.905 2.173 0.12
H 0.942 -2.982 3.009 0.10
H 2.196 -1.757 3.178 0.10
H 3.333 -3.662 2.340 0.10
H 3.149 -2.608 0.939 0.09
H 1.263 -4.935 1.576 0.07
H 2.604 -5.015 0.419 0.06
H 1.253 -3.933 0.111 0.03
H 1.751 0.435 3.720 0.10
H 2.827 2.580 4.331 0.09
H 3.714 4.085 2.598 0.09
H 3.538 3.493 0.194 0.11
```

=====

Which of these has the lowest total charge?
C32H38MgN6O5S2Se

=====

total charge of number 2 (C32H38MgN6O5S2Se)?
-2

=====

Which value of total charge does entry 1 give?
+1

=====

Among the records above, which one has the lowest total charge?
C32H38MgN6O5S2Se